# 1
{
  "formula": "C22H39NO3",
  "method": "ωB97M-V/def2-TZVPD",
  "charge": 0,
  "homo_lumo_gap_ev": 9.52,
  "de_lowest_kcal_mol": 1.3,
  "species": ["C", "C", "C", "C", "C", "C", "C", "C", "C", "C", "C", "C", "C", "C", "C", "C", "C", "C", "O", "N", "C", "C", "C", "C", "O", "O", "H", "H", "H", "H", "H", "H", "H", "H", "H", "H", "H", "H", "H", "H", "H", "H", "H", "H", "H", "H", "H", "H", "H", "H", "H", "H", "H", "H", "H", "H", "H", "H", "H", "H", "H", "H", "H", "H", "H"],
  "xyz": [[1.73, 2.16, -2.76], [2.30, 1.05, -1.89], [3.00, 1.59, -0.64], [3.28, 0.51, 0.40], [4.27, -0.57, -0.08], [4.55, -1.53, 1.04], [3.86, -2.62, 1.33], [2.64, -3.11, 0.60], [1.39, -2.67, 1.31], [0.26, -2.27, 0.76], [-0.06, -2.17, -0.70], [-1.20, -3.12, -1.09], [-2.58, -2.67, -0.61], [-3.11, -1.47, -1.39], [-4.58, -1.15, -1.09], [-4.86, -0.68, 0.34], [-4.17, 0.64, 0.69], [-2.75, 0.42, 1.18], [-2.44, -0.47, 1.95], [-1.85, 1.32, 0.72], [-0.46, 1.31, 1.10], [-0.09, 2.42, 2.10], [-0.58, 3.80, 1.65], [-0.19, 4.07, 0.22], [-0.85, 3.78, -0.74], [1.01, 4.64, 0.13], [0.91, 2.67, -2.24], [1.33, 1.76, -3.69], [2.50, 2.89, -3.00], [1.50, 0.37, -1.60], [3.02, 0.47, -2.49], [3.94, 2.07, -0.93], [2.37, 2.35, -0.18], [2.35, 0.02, 0.69], [3.69, 0.98, 1.30], [5.19, -0.09, -0.40], [3.84, -1.09, -0.93], [5.39, -1.26, 1.67], [4.14, -3.21, 2.19], [2.66, -4.21, 0.58], [2.64, -2.76, -0.43], [1.46, -2.72, 2.39], [-0.56, -1.99, 1.42], [-0.37, -1.14, -0.93], [0.81, -2.40, -1.30], [-1.22, -3.22, -2.18], [-0.98, -4.11, -0.68], [-3.28, -3.51, -0.75], [-2.54, -2.44, 0.45], [-3.02, -1.67, -2.46], [-2.50, -0.59, -1.16], [-4.92, -0.38, -1.78], [-5.17, -2.05, -1.28], [-4.53, -1.44, 1.06], [-5.94, -0.56, 0.46], [-4.71, 1.11, 1.52], [-4.19, 1.32, -0.16], [-2.13, 2.05, 0.08], [0.15, 1.40, 0.20], [-0.26, 0.33, 1.56], [-0.54, 2.19, 3.06], [0.99, 2.43, 2.21], [-0.14, 4.57, 2.29], [-1.67, 3.85, 1.72], [1.27, 4.77, -0.80]],
  "lowdin_charge": [-0.101, -0.262, -0.221, -0.204, -0.200, -0.119, -0.121, -0.191, -0.106, -0.124, -0.191, -0.195, -0.204, -0.206, -0.208, -0.196, -0.101, -0.505, 0.050, 0.079, -0.174, -0.139, -0.094, -0.549, 0.092, 0.115, 0.046, 0.071, 0.074, 0.091, 0.106, 0.117, 0.084, 0.097, 0.115, 0.115, 0.099, 0.101, 0.101, 0.118, 0.091, 0.107, 0.087, 0.094, 0.101, 0.108, 0.113, 0.116, 0.091, 0.115, 0.093, 0.108, 0.109, 0.107, 0.109, 0.124, 0.116, 0.120, 0.106, 0.109, 0.121, 0.114, 0.123, 0.123, 0.132]
}

---

# 2
{
  "formula": "C29H29CrN6S3",
  "method": "ωB97M-V/def2-TZVPD",
  "charge": 0,
  "homo_lumo_gap_ev": [6.74, 6.79],
  "s2": 3.8278,
  "spin_multiplicity": 4,
  "species": ["Cr", "C", "N", "C", "C", "N", "C", "C", "C", "C", "C", "C", "C", "S", "C", "C", "C", "C", "C", "C", "S", "H", "H", "H", "H", "H", "H", "H", "H", "H", "H", "H", "H", "H", "H", "H", "H", "H", "H", "N", "C", "S", "N", "N", "C", "C", "C", "C", "C", "C", "C", "C", "C", "C", "C", "C", "N", "H", "H", "H", "H", "H", "H", "H", "H", "H", "H", "H"],
  "xyz": [[-0.51, 0.13, -0.09], [-0.67, 0.28, 2.96], [-0.61, 1.22, 1.81], [0.68, 1.96, 1.85], [1.04, 2.56, 0.51], [1.19, 1.48, -0.50], [2.54, 0.87, -0.41], [1.06, 1.96, -1.88], [1.54, 3.21, -2.25], [1.47, 3.61, -3.58], [0.93, 2.75, -4.53], [0.46, 1.50, -4.15], [0.52, 1.08, -2.82], [-0.09, -0.49, -2.33], [-1.73, 2.17, 1.86], [-2.11, 2.74, 3.07], [-3.15, 3.66, 3.13], [-3.80, 4.02, 1.95], [-3.41, 3.47, 0.75], [-2.37, 2.53, 0.67], [-1.89, 1.88, -0.87], [-0.40, 0.79, 3.89], [0.03, -0.53, 2.78], [-1.68, -0.11, 3.04], [1.44, 1.24, 2.16], [0.62, 2.75, 2.61], [1.97, 3.12, 0.61], [0.26, 3.24, 0.17], [3.29, 1.57, -0.79], [2.56, -0.04, -1.01], [2.77, 0.63, 0.63], [1.95, 3.88, -1.51], [1.82, 4.59, -3.87], [0.87, 3.05, -5.56], [0.03, 0.83, -4.88], [-1.61, 2.46, 3.99], [-3.44, 4.08, 4.08], [-4.61, 4.73, 1.98], [-3.92, 3.74, -0.17], [-2.75, -3.39, -0.72], [-1.87, -2.49, -0.23], [-2.52, -1.02, 0.42], [-0.61, -2.83, -0.30], [0.27, -1.96, 0.31], [1.44, -2.50, 0.44], [1.75, -3.83, -0.16], [2.09, -3.89, -1.51], [2.43, -5.11, -2.08], [2.43, -6.27, -1.31], [2.08, -6.20, 0.04], [1.74, -4.98, 0.61], [2.54, -1.86, 1.21], [3.86, -2.20, 0.94], [4.87, -1.65, 1.71], [4.53, -0.81, 2.76], [3.18, -0.54, 2.96], [2.21, -1.04, 2.21], [-3.67, -3.07, -0.97], [-2.36, -4.16, -1.25], [2.06, -2.99, -2.11], [2.69, -5.16, -3.13], [2.70, -7.22, -1.75], [2.07, -7.10, 0.64], [1.46, -4.93, 1.65], [4.10, -2.87, 0.13], [5.90, -1.89, 1.51], [5.27, -0.37, 3.41], [2.87, 0.11, 3.77]],
  "lowdin_charge": [0.204, -0.085, -0.229, -0.143, -0.168, -0.236, -0.028, -0.340, -0.034, -0.084, -0.088, -0.101, -0.621, 0.666, -0.277, -0.037, -0.088, -0.090, -0.104, -0.578, 0.718, 0.087, 0.057, 0.077, 0.085, 0.139, 0.131, 0.113, 0.108, 0.089, 0.065, 0.111, 0.099, 0.102, 0.103, 0.106, 0.099, 0.103, 0.103, 0.082, -0.857, 0.685, -0.014, -0.012, -0.189, -0.218, -0.036, -0.073, -0.090, -0.079, -0.027, -0.229, 0.005, -0.047, -0.053, -0.145, 0.098, 0.082, 0.101, 0.108, 0.104, 0.100, 0.102, 0.121, 0.120, 0.112, 0.105, 0.114]
}

---

# 3
{
  "formula": "C15H36B3N2O8P",
  "method": "ωB97M-V/def2-TZVPD",
  "charge": 0,
  "homo_lumo_gap_ev": 8.95,
  "species": ["C", "C", "C", "B", "O", "B", "O", "B", "P", "O", "O", "H", "H", "H", "H", "H", "H", "C", "O", "C", "C", "N", "C", "C", "O", "C", "H", "H", "H", "H", "H", "H", "H", "H", "H", "H", "H", "H", "H", "H", "H", "C", "O", "C", "C", "N", "C", "C", "O", "C", "H", "H", "H", "H", "H", "H", "H", "H", "H", "H", "H", "H", "H", "H", "H"],
  "xyz": [[0.95, -2.55, 5.15], [1.43, -1.63, 4.32], [1.78, -0.45, 3.25], [0.82, 0.82, 3.68], [1.25, 1.81, 4.68], [0.37, 1.51, 5.82], [-1.07, 1.27, 5.66], [-1.39, 0.83, 4.32], [-3.08, -0.08, 3.96], [-3.97, -0.22, 5.24], [-0.54, 1.03, 3.14], [0.20, -3.10, 5.84], [2.90, -0.19, 3.30], [1.44, -0.76, 2.18], [0.85, 1.43, 6.91], [-3.73, 0.70, 2.92], [-2.81, -1.39, 3.37], [-3.56, 3.31, -0.58], [-2.93, 2.13, -1.04], [-2.65, 2.12, -2.44], [-1.15, 2.31, -2.70], [-0.71, 3.67, -2.39], [0.75, 3.82, -2.31], [1.52, 2.95, -1.30], [1.29, 3.28, 0.07], [0.08, 2.76, 0.60], [-3.96, 3.12, 0.42], [-2.85, 4.13, -0.51], [-4.39, 3.59, -1.23], [-3.25, 2.86, -2.98], [-2.94, 1.14, -2.81], [-0.94, 2.10, -3.76], [-0.62, 1.56, -2.10], [-1.10, 3.95, -1.50], [0.93, 4.87, -2.05], [1.17, 3.67, -3.31], [2.59, 3.15, -1.47], [1.39, 1.88, -1.47], [-0.16, 1.78, 0.20], [-0.73, 3.47, 0.43], [0.20, 2.67, 1.69], [-0.42, -5.16, -2.22], [0.97, -4.95, -2.44], [1.25, -4.09, -3.55], [1.74, -2.71, -3.07], [0.65, -1.94, -2.46], [1.10, -0.77, -1.70], [2.09, -0.99, -0.54], [1.53, -1.66, 0.59], [1.43, -3.07, 0.45], [-0.53, -6.00, -1.54], [-0.88, -4.29, -1.75], [-0.94, -5.39, -3.15], [0.40, -4.00, -4.23], [2.07, -4.56, -4.10], [2.14, -2.16, -3.92], [2.55, -2.89, -2.36], [0.13, -2.54, -1.83], [0.20, -0.30, -1.29], [1.54, -0.05, -2.40], [2.37, 0.01, -0.17], [3.02, -1.46, -0.85], [2.27, -3.49, -0.11], [0.48, -3.34, -0.01], [1.44, -3.51, 1.46]],
  "lowdin_charge": [0.067, -0.084, -0.038, -0.436, 0.155, -0.188, 0.150, -0.501, 0.785, -0.518, 0.125, 0.064, 0.126, 0.094, 0.113, 0.011, 0.020, -0.110, -0.197, -0.200, -0.201, -0.051, -0.188, -0.213, -0.169, -0.076, 0.086, 0.070, 0.089, 0.121, 0.120, 0.125, 0.075, 0.063, 0.120, 0.116, 0.124, 0.073, 0.091, 0.075, 0.077, -0.110, -0.194, -0.203, -0.204, -0.045, -0.203, -0.191, -0.237, -0.068, 0.091, 0.069, 0.089, 0.121, 0.120, 0.123, 0.097, 0.064, 0.106, 0.112, 0.120, 0.117, 0.094, 0.071, 0.094]
}

---

# 4
{
  "formula": "C25H27BrN3O3V",
  "method": "ωB97M-V/def2-TZVPD",
  "charge": 0,
  "homo_lumo_gap_ev": [7.28, 7.52],
  "s2": 2.0182,
  "spin_multiplicity": 3,
  "species": ["V", "C", "N", "C", "C", "C", "C", "C", "C", "C", "N", "C", "C", "C", "C", "C", "C", "N", "C", "C", "H", "H", "H", "H", "H", "H", "H", "H", "H", "H", "H", "H", "H", "H", "H", "H", "H", "H", "H", "H", "Br", "C", "C", "C", "C", "C", "C", "C", "O", "O", "H", "H", "H", "H", "C", "C", "O", "H", "H", "H"],
  "xyz": [[-0.84, 0.13, 0.49], [-2.02, -1.48, 2.96], [-1.79, -1.67, 1.51], [-3.07, -1.92, 0.81], [-0.87, -2.80, 1.33], [-1.17, -4.09, 1.73], [-0.22, -5.09, 1.63], [1.05, -4.77, 1.16], [1.36, -3.48, 0.76], [0.39, -2.47, 0.80], [0.54, -1.16, 0.46], [1.69, -0.60, -0.08], [2.48, -1.13, -1.10], [3.54, -0.39, -1.60], [3.82, 0.87, -1.11], [3.03, 1.41, -0.09], [1.97, 0.69, 0.41], [1.05, 1.14, 1.44], [1.00, 2.59, 1.57], [1.41, 0.54, 2.74], [-2.46, -2.37, 3.41], [-2.69, -0.63, 3.12], [-1.06, -1.28, 3.44], [-3.51, -2.87, 1.13], [-2.89, -1.94, -0.26], [-3.77, -1.12, 1.03], [-2.15, -4.33, 2.13], [-0.45, -6.10, 1.93], [1.82, -5.54, 1.12], [2.36, -3.24, 0.42], [2.23, -2.10, -1.52], [4.14, -0.80, -2.40], [4.64, 1.44, -1.51], [3.26, 2.40, 0.27], [1.92, 3.00, 2.00], [0.17, 2.86, 2.23], [0.83, 3.04, 0.59], [2.38, 0.90, 3.08], [1.44, -0.54, 2.66], [0.65, 0.83, 3.48], [0.14, 4.26, -6.98], [-0.11, 3.16, -5.45], [-1.34, 2.57, -5.22], [-1.52, 1.80, -4.08], [-0.48, 1.64, -3.17], [0.75, 2.23, -3.43], [0.95, 2.98, -4.57], [-0.68, 0.92, -1.87], [-1.10, -0.26, -1.82], [-0.39, 1.58, -0.82], [-2.15, 2.72, -5.92], [-2.47, 1.33, -3.89], [1.56, 2.09, -2.71], [1.92, 3.42, -4.79], [-2.54, 2.17, 2.50], [-2.05, 1.23, 1.44], [-2.71, 0.97, 0.43], [-2.44, 3.18, 2.10], [-1.96, 2.09, 3.41], [-3.60, 1.99, 2.70]],
  "lowdin_charge": [0.932, -0.047, -0.244, -0.050, -0.195, -0.041, -0.101, -0.093, -0.016, -0.207, -0.078, -0.231, -0.012, -0.085, -0.099, -0.026, -0.202, -0.236, -0.069, -0.043, 0.093, 0.081, 0.096, 0.088, 0.104, 0.085, 0.108, 0.097, 0.102, 0.100, 0.117, 0.103, 0.100, 0.108, 0.092, 0.078, 0.094, 0.099, 0.089, 0.087, 0.716, -0.685, -0.121, -0.009, -0.119, -0.005, -0.117, -0.569, 0.030, -0.080, 0.101, 0.124, 0.112, 0.101, -0.046, -0.430, -0.030, 0.094, 0.068, 0.086]
}

---

# 5
{
  "formula": "C5H7F2NO3",
  "method": "ωB97M-V/def2-TZVPD",
  "charge": 0,
  "homo_lumo_gap_ev": 9.36,
  "species": ["O", "C", "O", "C", "F", "F", "H", "H", "O", "C", "C", "N", "C", "H", "H", "H", "H", "H"],
  "xyz": [[-2.33, -0.30, -1.20], [-1.54, 0.74, -1.03], [-1.80, 1.48, 0.06], [-0.53, 1.01, -1.87], [-0.30, 0.13, -2.96], [0.30, 2.03, -1.88], [-1.87, -1.17, -0.84], [-2.61, 1.16, 0.43], [-0.36, -2.03, 0.23], [0.43, -1.17, 0.57], [1.76, -0.66, 0.10], [1.70, 0.35, 1.20], [0.39, -0.19, 1.73], [2.66, -1.36, 0.13], [1.70, -0.32, -0.86], [2.44, 0.41, 1.78], [-0.39, 0.60, 1.69], [0.34, -0.72, 2.71]],
  "lowdin_charge": [0.081, -0.453, 0.102, -0.244, 0.047, 0.141, 0.160, 0.117, 0.076, -0.366, -0.089, 0.004, -0.078, 0.151, 0.070, 0.042, 0.106, 0.133]
}